Record 1
A cluster of 2 separate species, C5H13N2S in total. Source: the OMol25 dataset; level of theory: wB97M-V/def2-TZVPD.

Results
energy above the lowest of the compared OMol25 structures with the same formula, charge and spin = 86.3 kcal/mol
E_HOMO (spin up / spin down) = -12.259 / -11.535 eV
charge = +1
gap between HOMO and LUMO (spin up / spin down) = 7.927 / 7.816 eV

Last column: Löwdin charge in e.
Geometry (Å):
C -1.831 0.630 1.479  -0.086
N 1.104 -1.482 -0.957  0.146
H -1.948 1.862 -1.659  -0.021
H -1.913 0.124 2.515  0.135
H -0.119 2.054 -1.404  0.060
H -2.795 0.780 1.078  0.064
N 0.329 -0.062 0.749  0.069
S -1.629 -1.717 -0.121  0.887
C 2.716 -0.406 0.479  0.015
H 2.695 -0.292 1.562  0.105
H 0.164 -1.441 -1.496  0.083
H 0.408 0.792 1.268  0.151
H 3.316 -1.148 0.118  0.054
H -2.905 -1.417 -0.126  -0.098
H -1.335 1.558 1.599  0.067
H 2.052 -1.632 -1.410  0.156
H -0.739 0.647 -2.473  -0.016
C 1.326 -0.644 0.113  -0.376
H 3.211 0.589 -0.002  0.178
C -1.033 1.374 -1.748  0.090
C -1.073 -0.168 0.436  -0.665

---

Record 2
A structure of composition BeFH20O10. Source: the OMol25 dataset; level of theory: wB97M-V/def2-TZVPD.

Results
E_HOMO = -13.123 eV
charge = +1
gap between HOMO and LUMO = 9.275 eV

Last column: Löwdin charge in e.
Geometry (Å):
O -2.261 1.517 0.854  -0.016
H 3.180 0.370 -1.562  0.011
H 1.580 -2.448 -1.435  0.132
H -1.320 0.907 3.471  0.051
H -1.054 0.864 -4.041  0.053
O -2.715 -1.047 0.372  -0.043
O 1.857 -2.018 -0.620  0.106
H 2.242 -0.043 2.263  0.113
H 2.645 -2.564 -0.414  0.152
H -0.343 -1.952 2.356  0.132
H -0.929 1.385 2.071  -0.029
O 2.465 0.900 -1.342  -0.007
H -0.272 1.767 -0.156  -0.019
F 0.107 0.019 -0.081  -0.241
H 2.801 1.786 -1.526  0.082
O 2.382 -0.270 1.359  0.114
H -0.254 0.632 -2.934  -0.025
H -2.630 1.567 0.017  0.051
H 2.640 0.510 0.892  0.086
H -1.122 -1.028 -1.309  -0.041
H -2.628 2.333 1.131  0.085
H 0.760 -2.797 1.902  0.099
H -2.732 -0.202 0.816  -0.012
H -3.211 -0.881 -0.428  0.049
H 0.916 2.618 -0.037  0.006
H -1.166 -2.412 -1.322  0.009
O 0.012 2.684 -0.332  -0.058
O -0.570 1.229 2.945  -0.056
Be 1.123 -1.005 0.478  0.138
O -0.878 1.274 -3.180  -0.032
O 0.351 -1.977 1.697  0.122
O -0.975 -1.720 -1.907  -0.012

---

Record 3
A structure of composition C28H30F6N6O4S3SiTa. Source: the OMol25 dataset; level of theory: wB97M-V/def2-TZVPD.

Results
energy above the lowest of the compared OMol25 structures with the same formula, charge and spin = 42.6 kcal/mol
E_HOMO = -17.174 eV
charge = +3
gap between HOMO and LUMO = 7.090 eV

Last column: Löwdin charge in e.
Geometry (Å):
F 0.981 0.526 -5.570  0.197
C -0.295 0.211 -5.508  -0.692
C 2.653 -3.025 -2.028  0.034
C -0.142 -2.472 1.975  -0.095
C 1.983 -1.449 1.483  -0.090
N 1.176 0.743 0.889  -0.019
H -4.312 4.941 -2.343  0.055
F -0.904 -4.241 -2.641  0.172
S -0.486 -0.719 -3.903  0.720
H -2.707 4.225 -2.410  0.024
C -1.570 -2.482 1.568  -0.251
C 1.186 2.087 1.017  -0.107
H -5.271 -1.934 0.845  0.140
H 3.154 2.446 3.724  0.139
C 2.374 -0.312 -2.163  -0.095
O 0.319 -1.903 -3.942  -0.230
F -2.001 -3.846 -4.467  0.217
H -5.707 5.592 0.136  0.055
H 2.226 0.758 -2.191  0.132
S -1.602 1.688 -1.281  0.832
H -1.057 0.339 3.019  0.122
H 0.189 -3.453 2.319  0.156
H 2.238 -1.997 2.390  0.153
C -2.680 3.159 0.893  -0.179
F -3.042 -4.507 -2.679  0.209
Si -3.475 4.633 -0.081  0.514
C -4.229 -2.121 1.061  0.008
F -1.047 1.283 -5.467  0.207
H -2.115 6.218 1.243  0.043
C -1.525 1.143 2.462  -0.098
H -2.123 -4.248 2.634  0.141
H 3.210 -0.027 3.437  0.141
C 1.777 -2.349 -1.211  -0.269
Ta -0.430 -0.280 -0.526  1.856
O -1.190 -1.825 -1.576  -0.529
C -5.102 4.921 0.752  -0.161
H 2.754 -4.100 -1.942  0.147
N 0.719 -1.958 0.900  -0.211
C 1.892 2.733 2.004  0.006
H 0.113 -3.488 -0.439  0.125
H 2.794 -1.618 0.778  0.146
C 1.032 -3.013 -0.095  -0.092
H -4.976 5.410 1.721  0.045
C 1.912 0.015 1.740  -0.246
O -0.102 0.252 -2.828  -0.549
N -1.959 -1.428 0.833  -0.026
H 3.939 -0.320 -3.605  0.138
C -2.469 -3.414 2.037  0.040
C -2.041 -3.817 -3.163  -0.665
H 1.875 3.813 2.058  0.134
F -0.644 -0.593 -6.474  0.226
H -2.279 2.198 4.163  0.131
H -2.778 6.963 -0.207  0.056
C 3.309 -0.921 -2.964  0.007
C -3.271 -1.240 0.606  -0.115
H -3.313 3.973 2.786  0.125
C -2.317 6.050 0.182  -0.159
H -5.676 4.003 0.899  0.048
H -1.364 5.920 -0.337  0.039
H -0.049 -1.785 2.821  0.141
N 1.604 -1.012 -1.304  -0.041
H -3.552 -0.355 0.051  0.117
H 1.658 -3.789 0.354  0.161
H 4.114 -2.817 -3.586  0.143
C -2.771 3.169 2.299  -0.007
C -3.822 -3.243 1.764  0.028
O -3.616 -1.922 -2.033  -0.200
N -2.052 -1.012 -3.776  -0.243
H -4.125 3.220 -2.033  0.032
C -3.659 4.198 -1.876  -0.193
N -1.428 1.108 1.136  -0.152
C -1.985 2.076 0.395  -0.672
H 0.610 2.649 0.294  0.104
S -2.334 -2.015 -2.626  0.755
C -2.200 2.176 3.084  0.005
C 3.418 -2.305 -2.933  0.030
C 2.613 1.973 2.915  0.021
H -4.547 -3.967 2.115  0.140
C 2.630 0.596 2.767  0.032

---

Record 4
A cluster of 2 separate species, CH2NO4 in total. Source: the OMol25 dataset; level of theory: wB97M-V/def2-TZVPD.

Results
energy above the lowest of the compared OMol25 structures with the same formula, charge and spin = 14.5 kcal/mol
E_HOMO = -16.115 eV
charge = +1
gap between HOMO and LUMO = 8.488 eV

Last column: Löwdin charge in e.
Geometry (Å):
H -1.751 0.461 1.450  0.199
O 1.630 -2.142 -0.155  0.442
O 2.420 -0.050 -0.205  0.423
H -1.338 1.622 -1.434  0.195
O -0.087 -0.286 0.595  0.034
N 1.876 -1.044 -0.116  -0.075
C -1.118 0.338 0.458  -0.255
O -1.634 1.100 -0.593  0.037

---

Record 5
A structure of composition C3H16N2O3. Source: the OMol25 dataset; level of theory: wB97M-V/def2-TZVPD.

Results
energy above the lowest of the compared OMol25 structures with the same formula, charge and spin = 227.4 kcal/mol
E_HOMO = -9.021 eV
gap between HOMO and LUMO = 3.485 eV

Last column: Löwdin charge in e.
Geometry (Å):
H 0.252 2.386 2.409  0.031
H -0.548 -0.182 -0.218  0.108
H 1.902 -0.092 -1.118  0.050
O 0.272 1.770 1.614  -0.184
O 0.975 -2.217 -1.607  -0.185
C 1.384 0.855 -0.932  -0.067
H -0.519 0.128 -1.920  0.152
H -2.311 0.400 -0.189  0.073
N 1.506 -1.342 1.825  0.014
H 1.697 1.157 0.069  0.041
O -1.076 -2.441 -0.350  -0.148
H -0.081 -2.421 -1.022  -0.041
H 1.711 -2.698 -1.208  0.007
N -0.878 1.791 -0.725  0.045
C -2.183 1.469 -0.069  -0.047
H -2.052 1.724 0.978  0.083
H -0.450 2.197 0.060  0.034
H 0.636 -1.623 1.400  -0.025
H 1.998 -2.039 2.403  0.014
H 1.618 1.719 -1.673  0.111
H -1.904 -2.551 -0.836  0.015
H 1.246 -0.613 2.553  0.025
C -0.166 0.540 -0.966  -0.219
H -3.030 2.085 -0.478  0.112

---

Record 6
An isolated molecule of CH6NPS. Source: the OMol25 dataset; level of theory: wB97M-V/def2-TZVPD.

Results
energy above the lowest of the compared OMol25 structures with the same formula, charge and spin = 18.0 kcal/mol
SMILES = CSPN
E_HOMO = -9.032 eV
gap between HOMO and LUMO = 9.791 eV

Last column: Löwdin charge in e.
Geometry (Å):
S 0.833 0.716 -0.799  0.412
N -2.012 -0.398 -0.420  -0.331
P -0.958 0.803 0.300  0.484
H 2.719 -0.052 0.398  -0.017
C 1.689 -0.194 0.472  -0.597
H -1.587 1.935 -0.637  -0.040
H 1.467 0.101 1.563  0.045
H 1.492 -1.314 0.545  0.051
H -1.918 -0.410 -1.477  0.048
H -1.724 -1.188 0.054  -0.056

---

Record 7
A structure of composition C15H11F6I2LiN3O5S2. Source: the OMol25 dataset; level of theory: wB97M-V/def2-TZVPD.

Results
energy above the lowest of the compared OMol25 structures with the same formula, charge and spin = 0.0 kcal/mol
E_HOMO = -4.376 eV
charge = -1
gap between HOMO and LUMO = 6.698 eV

Last column: Löwdin charge in e.
Geometry (Å):
F -2.950 -3.252 -0.465  0.144
H -1.229 0.873 -5.070  0.101
C 2.180 -0.774 2.275  -0.151
C 2.720 0.081 1.154  -0.167
O -0.941 -1.218 0.123  -0.335
C -3.267 -1.989 -0.727  -0.690
C 1.842 0.978 -3.659  -0.036
H -1.787 0.421 -2.688  0.090
N 1.835 0.089 -0.013  -0.103
F -4.578 -1.825 -0.563  0.141
C 2.448 0.596 -1.225  -0.165
I -1.292 -0.782 4.890  0.899
H 2.809 1.118 1.498  0.130
H 1.169 1.258 -5.676  0.101
C 1.292 -2.265 4.466  -0.258
C 0.863 -0.504 2.775  -0.474
F -3.016 2.698 -1.905  0.130
H 3.960 -1.950 2.403  0.087
S -2.381 1.868 0.506  0.592
I 3.744 -4.051 4.669  0.757
N -2.795 0.475 -0.116  -0.291
C -0.447 0.834 -4.321  -0.065
H 0.944 -2.833 5.318  0.069
C 2.975 -1.772 2.818  -0.143
H 3.294 -0.016 -1.565  0.120
F -3.001 4.206 -0.347  0.141
O 0.106 0.366 2.234  -0.210
H 2.891 1.131 -3.883  0.110
C -0.760 0.574 -2.997  -0.114
C 1.440 0.704 -2.355  -0.249
O -0.999 2.216 0.214  -0.345
C 2.528 -2.527 3.893  -0.761
H 2.856 1.591 -1.015  0.132
S -2.329 -0.934 0.436  0.589
O -2.895 2.144 1.811  -0.243
C 0.883 1.046 -4.652  -0.080
H 1.464 -0.845 -0.172  0.113
O -2.835 -1.291 1.724  -0.282
C 0.498 -1.268 3.930  -0.627
N 0.164 0.512 -2.027  0.111
F -4.632 2.784 -0.463  0.143
H 3.728 -0.268 0.897  0.109
C -3.323 2.947 -0.630  -0.691
F -2.958 -1.720 -1.998  0.127
Li -0.222 0.573 0.498  0.545